Entry 1:
{"formula": "C6H14O", "method": "ωB97M-V with the def2-TZVPD basis set", "elements": ["O", "C", "C", "C", "C", "C", "C", "H", "H", "H", "H", "H", "H", "H", "H", "H", "H", "H", "H", "H", "H"], "positions_angstrom": [[2.340, -0.753, 0.634], [2.438, 0.535, 0.471], [2.585, -1.547, -0.537], [-1.407, -0.060, -1.378], [-0.748, 0.550, -0.140], [-0.852, -0.402, 1.051], [-1.347, 1.915, 0.192], [3.035, -0.917, -1.306], [-0.878, 2.343, 1.086], [-2.479, -0.219, -1.205], [-1.202, 2.623, -0.632], [0.316, 0.708, -0.371], [-0.408, 0.033, 1.954], [1.626, -1.947, -0.877], [-1.301, 0.594, -2.251], [-2.425, 1.834, 0.384], [2.161, 0.918, 1.486], [-0.339, -1.352, 0.857], [-0.962, -1.032, -1.628], [-1.903, -0.631, 1.273], [3.246, -2.366, -0.245]], "gap_ev": 9.512, "e_above_lowest_kcal_mol": 81.0}

***

Entry 2:
{"formula": "C22H35BrO2P2Zr", "method": "ωB97M-V with the def2-TZVPD basis set", "elements": ["Zr", "Br", "P", "P", "O", "O", "C", "C", "C", "C", "C", "C", "C", "C", "C", "C", "C", "C", "C", "C", "C", "C", "C", "C", "C", "C", "C", "C", "H", "H", "H", "H", "H", "H", "H", "H", "H", "H", "H", "H", "H", "H", "H", "H", "H", "H", "H", "H", "H", "H", "H", "H", "H", "H", "H", "H", "H", "H", "H", "H", "H", "H", "H"], "positions_angstrom": [[-0.767, 0.957, 1.773], [-5.304, 1.742, 2.618], [1.248, 1.323, 0.798], [-1.237, -0.325, -0.038], [-2.616, 0.732, 2.820], [-1.658, -0.449, 4.497], [-1.216, -2.148, 0.205], [-4.826, 0.436, 7.132], [2.805, 1.092, 1.742], [-5.952, 1.119, 6.679], [3.785, 0.014, -3.811], [1.512, 2.972, 0.026], [-2.704, 0.178, 4.008], [1.303, -1.462, -5.031], [1.441, 0.149, -0.633], [2.793, -3.235, -3.891], [-5.029, 1.167, 4.431], [0.082, -0.053, -1.323], [4.121, -2.506, -4.192], [2.302, -0.673, -5.841], [-3.873, 0.473, 4.883], [4.252, -1.191, -3.461], [3.002, 0.437, -5.027], [1.515, -2.512, -4.229], [-6.053, 1.480, 5.336], [-2.794, -0.085, -0.980], [-0.321, 2.114, 3.490], [-3.798, 0.111, 6.245], [0.114, -0.877, -2.045], [-0.199, 0.855, -1.871], [2.929, 1.849, 2.524], [4.937, -3.164, -3.872], [4.243, -2.378, -5.269], [0.638, -2.925, -3.729], [-0.319, -2.426, 0.766], [2.800, -4.209, -4.405], [2.792, 0.098, 2.198], [-3.633, -0.399, -0.352], [-6.743, 1.378, 7.371], [3.047, -1.325, -6.303], [0.574, 2.744, 3.398], [2.765, -3.474, -2.819], [1.793, -0.801, -0.211], [2.240, 1.156, -4.694], [-2.917, 0.978, -1.203], [-1.236, -2.689, -0.748], [-4.745, 0.164, 8.177], [3.651, 1.137, 1.051], [0.633, 3.238, -0.568], [2.404, 2.989, -0.611], [1.772, -0.188, -6.669], [-2.930, -0.404, 6.637], [-2.804, -0.660, -1.913], [0.276, -1.100, -5.093], [4.777, -1.249, -2.507], [3.664, 1.006, -5.698], [-1.169, 2.761, 3.740], [-0.163, 1.427, 4.332], [2.204, 0.498, -1.339], [3.992, 0.832, -3.120], [-2.087, -2.430, 0.803], [1.618, 3.716, 0.820], [-6.932, 2.014, 4.999]], "gap_ev": 4.129, "charge": 2, "e_above_lowest_kcal_mol": 41.1}

***

Entry 3:
{"formula": "C18H44CrN2O6", "method": "ωB97M-V with the def2-TZVPD basis set", "elements": ["Cr", "O", "O", "O", "O", "O", "O", "N", "N", "C", "C", "C", "C", "C", "C", "C", "C", "C", "C", "C", "C", "C", "C", "C", "C", "C", "C", "H", "H", "H", "H", "H", "H", "H", "H", "H", "H", "H", "H", "H", "H", "H", "H", "H", "H", "H", "H", "H", "H", "H", "H", "H", "H", "H", "H", "H", "H", "H", "H", "H", "H", "H", "H", "H", "H", "H", "H", "H", "H", "H", "H"], "positions_angstrom": [[-0.185, 1.101, 1.605], [-2.142, 0.859, 1.374], [0.063, 2.296, -0.222], [1.809, 1.409, 1.992], [-0.441, 2.708, 2.823], [0.008, 0.280, 3.563], [0.087, -0.878, 0.779], [-0.580, 2.244, -1.503], [0.619, -2.059, 1.417], [-2.333, 3.029, -3.093], [0.140, -4.299, 2.504], [2.469, -3.753, 1.814], [0.847, 0.271, -2.144], [-0.527, 1.293, -3.831], [-0.480, -2.994, 1.779], [1.907, -2.580, 0.844], [-1.626, 3.341, -1.733], [0.344, 1.652, -2.608], [1.438, -4.863, 1.957], [-1.440, -2.495, 2.893], [1.508, 2.590, -3.085], [-0.955, 4.765, -1.821], [1.842, -3.136, -0.615], [-2.800, 3.301, -0.677], [-1.250, -3.425, 0.550], [-1.397, 2.520, -4.271], [3.006, -1.523, 1.151], [0.280, -4.144, 3.574], [-0.953, 3.500, 2.661], [1.859, -5.686, 2.535], [2.211, 1.286, 2.852], [0.159, 1.023, -4.634], [-0.958, -2.172, 3.816], [-1.689, -2.594, -0.002], [-0.576, -3.947, -0.128], [0.063, -0.350, -1.711], [-2.038, -4.135, 0.799], [-2.604, 0.224, 0.827], [-1.866, 2.285, -5.226], [-2.140, -1.759, 2.496], [-2.869, 3.916, -3.430], [0.574, -0.419, 3.889], [2.487, 1.838, 1.470], [1.138, 3.586, -3.328], [4.002, -1.804, 0.807], [-1.179, 0.431, -3.692], [-0.622, 0.427, 4.268], [-0.166, 4.881, -1.077], [-0.682, 3.283, -4.579], [1.233, -2.484, -1.241], [-2.799, 1.154, 2.006], [2.269, 2.843, -2.347], [1.364, -5.451, 1.042], [-0.071, 2.836, 3.696], [3.329, -4.147, 1.272], [-2.382, 3.309, 0.330], [1.911, 2.246, -4.038], [-3.451, 4.165, -0.810], [-2.213, -3.249, 3.038], [-3.446, 2.447, -0.881], [2.824, -3.246, -1.075], [-1.690, 5.534, -1.584], [-0.584, 4.910, -2.836], [1.362, -4.109, -0.721], [-3.095, 2.256, -2.996], [1.651, 0.405, -1.419], [3.015, -1.230, 2.201], [1.262, -0.346, -2.941], [2.942, -0.648, 0.504], [2.861, -3.483, 2.795], [-0.654, -5.035, 2.375]], "gap_ev": [4.128, 4.495], "multiplicity": 5, "e_above_lowest_kcal_mol": 73.2}

***

Entry 4:
{"formula": "C4H11NO", "method": "ωB97M-V with the def2-TZVPD basis set", "elements": ["O", "N", "C", "C", "C", "C", "H", "H", "H", "H", "H", "H", "H", "H", "H", "H", "H"], "positions_angstrom": [[1.708, -1.265, -1.428], [1.455, 0.106, 0.337], [-2.243, 1.117, 0.338], [1.216, -1.043, -0.309], [-1.623, 2.529, 0.424], [0.101, -1.900, 0.297], [-2.234, 3.267, -0.096], [-0.232, -1.584, 1.271], [2.379, 0.515, 0.337], [0.989, 0.163, 1.229], [0.329, -2.950, 0.148], [-1.633, 0.473, -0.312], [-3.308, 1.092, 0.180], [-0.572, 2.525, 0.133], [-0.704, -1.877, -0.461], [-1.765, 2.822, 1.463], [-2.004, 0.552, 1.265]], "gap_ev": [9.840, 5.073], "multiplicity": 2, "charge": 1, "e_above_lowest_kcal_mol": 50.7}

***

Entry 5:
{"formula": "C20H23NO5S2", "method": "ωB97M-V with the def2-TZVPD basis set", "elements": ["S", "S", "O", "O", "O", "O", "O", "N", "C", "C", "C", "C", "C", "C", "C", "C", "C", "C", "C", "C", "C", "C", "C", "C", "C", "C", "C", "C", "H", "H", "H", "H", "H", "H", "H", "H", "H", "H", "H", "H", "H", "H", "H", "H", "H", "H", "H", "H", "H", "H", "H"], "positions_angstrom": [[-1.082, 2.190, 0.602], [1.773, 2.085, 0.123], [2.817, 1.887, 1.118], [0.480, 0.096, 1.390], [-1.804, 2.081, -0.656], [2.054, 1.884, -1.292], [-1.769, 2.005, 1.868], [-1.097, -1.452, -0.427], [-0.228, 6.145, 0.033], [0.358, 1.148, 0.563], [3.569, -3.311, -0.724], [1.249, -1.686, -0.884], [1.210, -3.067, -1.238], [2.523, -1.137, -0.628], [2.340, -3.873, -1.108], [0.834, 0.291, 2.808], [1.155, 6.083, -0.160], [1.821, 4.863, -0.067], [0.037, -0.892, -0.796], [3.654, -1.936, -0.493], [-1.163, -2.575, 0.543], [-2.059, -3.681, 0.001], [-0.274, 3.782, 0.497], [1.091, 3.722, 0.258], [-2.418, -0.861, -0.683], [-3.381, -1.905, -1.257], [-0.955, 4.995, 0.344], [-3.443, -3.160, -0.393], [-0.753, 7.097, -0.064], [-2.329, 0.017, -1.334], [-2.808, -0.513, 0.292], [0.317, 1.174, 3.190], [0.282, -3.507, -1.618], [2.616, -0.065, -0.533], [2.264, -4.946, -1.301], [2.890, 4.766, -0.232], [1.721, 6.983, -0.394], [-4.370, -1.442, -1.329], [-3.982, -3.950, -0.927], [-3.067, -2.150, -2.280], [-1.573, -4.143, -0.868], [-1.593, -2.167, 1.476], [-2.143, -4.462, 0.764], [1.920, 0.391, 2.877], [-0.004, 0.099, -1.278], [-4.009, -2.936, 0.520], [4.597, -1.473, -0.200], [-0.157, -2.950, 0.760], [0.479, -0.615, 3.299], [4.450, -3.942, -0.617], [-2.039, 5.014, 0.454]], "gap_ev": 6.789, "e_above_lowest_kcal_mol": 146.0}

***

Entry 6:
{"formula": "C21H63BrNO9", "method": "ωB97M-V with the def2-TZVPD basis set", "elements": ["Br", "O", "O", "O", "O", "O", "O", "O", "O", "O", "N", "C", "C", "C", "C", "C", "C", "C", "C", "C", "C", "C", "C", "C", "C", "C", "C", "C", "C", "C", "C", "C", "H", "H", "H", "H", "H", "H", "H", "H", "H", "H", "H", "H", "H", "H", "H", "H", "H", "H", "H", "H", "H", "H", "H", "H", "H", "H", "H", "H", "H", "H", "H", "H", "H", "H", "H", "H", "H", "H", "H", "H", "H", "H", "H", "H", "H", "H", "H", "H", "H", "H", "H", "H", "H", "H", "H", "H", "H", "H", "H", "H", "H", "H", "H"], "positions_angstrom": [[0.156, -2.945, 4.967], [2.983, 2.423, -1.559], [8.380, -0.360, 1.036], [-2.976, 5.356, -7.781], [-3.178, -0.366, 5.255], [-1.085, -4.013, 0.161], [5.780, 2.329, -3.329], [-2.304, -0.067, 0.741], [-2.790, 2.230, -3.190], [3.165, -3.099, 2.241], [0.073, -1.258, 7.145], [-5.388, 5.086, -7.454], [5.731, 1.014, -3.865], [1.180, 2.955, 0.003], [4.823, 0.916, -5.076], [-2.264, 0.064, -0.686], [6.053, -0.589, 1.753], [3.168, -3.016, 0.814], [-3.935, 0.876, 3.299], [7.355, -1.277, 1.388], [-3.163, -0.943, -1.369], [-4.266, 5.852, -8.127], [1.970, 1.882, -0.721], [-1.906, -4.816, -0.692], [-2.503, 4.326, -4.421], [-1.710, -2.987, 7.198], [-2.356, 3.588, -3.107], [-3.101, -5.390, 0.042], [-0.980, -4.216, 7.731], [-3.329, -0.407, 3.818], [-0.903, -2.063, 6.309], [2.630, -1.687, 0.326], [-3.314, 1.728, 3.578], [8.556, 0.210, 1.792], [-2.923, 4.440, -8.073], [-1.548, -1.347, 5.797], [-2.326, -0.554, 3.418], [0.678, -0.690, 6.545], [-4.198, -0.825, -1.045], [-2.779, -6.044, 0.857], [3.795, 1.170, -4.806], [0.725, 3.641, -0.711], [-4.018, 0.848, 2.215], [-0.433, -0.639, 7.786], [-6.358, 5.509, -7.718], [-3.727, -5.977, -0.630], [-5.278, 5.120, -6.370], [1.588, -1.553, 0.632], [-1.308, -5.615, -1.139], [7.686, -1.922, 2.210], [2.254, -3.014, 2.538], [4.883, 2.567, -3.063], [-3.126, -0.822, -2.452], [-0.764, -4.585, 0.867], [1.321, 1.307, -1.382], [-0.810, -4.940, 6.934], [4.210, -3.143, 0.521], [3.588, 2.933, -1.008], [-2.256, 1.794, -3.864], [-4.929, 1.027, 3.727], [4.827, -0.095, -5.486], [-2.980, 4.042, -2.338], [2.414, 1.186, -0.002], [-5.383, 4.038, -7.763], [5.711, 0.037, 0.926], [-3.538, 4.305, -4.761], [5.280, -1.323, 1.988], [5.150, 1.608, -5.853], [0.390, 2.512, 0.612], [-2.232, -4.156, -1.494], [-1.317, 3.629, -2.761], [-4.396, 5.839, -9.214], [-2.013, -0.965, 0.942], [3.214, -0.872, 0.755], [-2.588, -3.279, 6.617], [-4.052, -0.222, 5.636], [6.758, 0.770, -4.135], [5.412, 0.303, -3.095], [-2.192, 5.366, -4.322], [-2.847, -1.962, -1.128], [-0.008, -3.980, 8.179], [-2.085, -2.375, 8.030], [-4.268, 6.894, -7.808], [7.219, -1.907, 0.509], [-3.706, -4.588, 0.468], [6.186, 0.055, 2.626], [-1.887, 3.868, -5.199], [-3.939, -1.270, 3.539], [-1.232, -0.052, -1.035], [-2.583, 1.078, -0.913], [2.597, -3.846, 0.387], [1.831, 3.537, 0.660], [0.674, -1.882, 7.694], [2.674, -1.615, -0.761], [-1.587, -4.701, 8.495]], "gap_ev": 7.740, "charge": 1}

***

| no. | largest force on an atom (eV Å⁻¹) |
| --- | --- |
| 1 | 0.5 |
| 2 | 15.7 |
| 3 | 4.4 |
| 4 | 2.9 |
| 5 | 2.5 |
| 6 | 0.2 |